57
Properties=species:S:1:pos:R:3:nbo_charge:R:1 method="wB97M-V/def2-TZVPD" de_lowest_kcal_mol=10.7 gap_ev=7.762 total_energy_ha=-2302.907740 spin_multiplicity=1 smiles="O=c1[nH]nc2ccc(Sc3ccc(Cl)cc3)nn12.CNC(=O)[C@H](Cc1ccccc1)NC(C)=O"
O 1.2366 4.3514 -7.6977 -0.623
O 1.2440 0.5663 5.5478 -0.664
O -1.6158 -2.7961 4.6608 -0.640
Cl -1.5441 -4.1341 -0.6940 0.024
N 0.6256 1.8290 -6.0843 -0.214
N -0.1205 4.9738 -4.5990 -0.271
S 0.4077 -0.7594 -5.6624 0.348
C 0.8121 4.2639 -6.5513 0.712
C 1.6669 -0.0313 4.5660 0.688
C -1.0347 -1.7522 4.9376 0.655
C 0.2091 0.9406 -5.2024 0.040
C -0.0763 3.6596 -4.6175 0.281
C -0.3938 1.3632 -3.9157 -0.255
C -0.5463 2.7051 -3.6274 -0.157
C 0.5473 1.5816 -0.5204 -0.231
C -0.3029 2.1023 0.4704 -0.205
C 0.7855 0.1982 -0.5855 -0.230
C -1.9411 -2.6342 -2.9411 -0.228
C 0.3580 -3.0253 -2.3079 -0.256
C -1.5112 -1.8867 -4.0436 -0.190
C 0.7895 -2.2700 -3.4042 -0.135
C -0.8976 1.2413 1.4100 -0.210
C 0.1935 -0.6623 0.3561 -0.178
C -1.0081 -3.2037 -2.0693 -0.018
C -0.1438 -1.6896 -4.2701 -0.242
C -0.6435 -0.1430 1.3618 -0.023
N 0.4772 5.3440 -5.7739 -0.418
N 0.4988 3.1640 -5.7837 -0.247
N -0.7020 -1.4467 6.1967 -0.615
N 0.8768 -0.7013 3.7294 -0.601
C 3.1447 -0.0364 4.2546 -0.707
C -0.9961 -2.2874 7.3549 -0.411
C -1.1877 -1.0562 2.4485 -0.422
C -0.5872 -0.7676 3.8386 -0.123
H -0.7248 0.6278 -3.1914 0.246
H -0.9968 3.0454 -2.6989 0.247
H 1.0230 2.2455 -1.2288 0.219
H -0.4848 3.1667 0.5232 0.218
H 1.4368 -0.2013 -1.3496 0.215
H -3.0014 -2.7818 -2.7594 0.237
H 1.0809 -3.4807 -1.6382 0.233
H -2.2384 -1.4606 -4.7287 0.236
H 1.8514 -2.1415 -3.5933 0.227
H -1.5292 1.6487 2.1867 0.214
H 0.3965 -1.7227 0.3182 0.203
H 0.3443 6.2523 -6.2073 0.424
H -0.1571 -0.6013 6.3361 0.432
H 1.3032 -1.1613 2.9429 0.404
H 3.3083 0.4220 3.2814 0.230
H 3.6713 0.5346 5.0186 0.245
H 3.5102 -1.0611 4.2487 0.227
H -0.6436 -3.3039 7.1686 0.210
H -2.0739 -2.3179 7.5228 0.204
H -0.5002 -1.8927 8.2424 0.208
H -2.2711 -0.9389 2.4987 0.238
H -0.9799 -2.0934 2.1797 0.229
H -0.9456 0.2154 4.1458 0.221

=====

71
Properties=species:S:1:pos:R:3:lowdin_charge:R:1 method="wB97M-V/def2-TZVPD" charge=+1 de_lowest_kcal_mol=33.8 gap_ev=6.201 total_energy_ha=-3089.096994 spin_multiplicity=1
Tl 0.6309 -1.3917 0.4249 1.092
C 3.8057 -2.6409 -0.9361 -0.071
N 3.3494 -1.8162 0.1895 -0.336
C 4.0712 -0.5482 0.2406 -0.082
C 3.4953 -2.5257 1.4606 -0.173
C 2.6554 -1.9447 2.5857 -0.267
C 3.1966 -1.6501 3.8330 -0.023
C 2.3718 -1.2456 4.8810 -0.053
C 0.9954 -1.1575 4.7080 -0.056
C 0.4287 -1.4144 3.4595 -0.093
C 1.2981 -1.7652 2.4418 -0.233
H 4.8418 -2.9737 -0.8054 0.102
H 3.7463 -2.0638 -1.8592 0.088
H 3.1716 -3.5225 -1.0338 0.092
H 5.1441 -0.7043 0.4044 0.108
H 3.6829 0.0712 1.0526 0.096
H 3.9460 -0.0209 -0.6995 0.050
H 4.5434 -2.5418 1.7752 0.132
H 3.1823 -3.5571 1.3003 0.133
H 4.2683 -1.7517 3.9826 0.120
H 2.8093 -1.0088 5.8431 0.113
H 0.3524 -0.8871 5.5382 0.115
H -0.6403 -1.3436 3.2999 0.103
O -1.4114 -1.2351 0.9015 -0.340
C -2.5853 -0.7813 0.2838 -0.561
C -3.7560 -1.4573 1.0059 -0.459
C -4.6275 -0.9210 1.9035 -0.110
C -5.5439 -1.8844 2.4316 -0.169
C -5.3310 -3.1268 1.9293 -0.402
S -4.0365 -3.1432 0.8117 1.073
C -2.7073 0.7343 0.5150 -0.497
C -1.9896 1.4121 1.4559 -0.135
C -2.3454 2.7946 1.5579 -0.180
C -3.3337 3.1355 0.6916 -0.400
S -3.8405 1.7923 -0.2367 1.040
C -2.5906 -1.2463 -1.1856 -0.510
C -1.8285 -2.2700 -1.6785 -0.178
C -2.0676 -2.5540 -3.0600 -0.169
C -3.0299 -1.7531 -3.5827 -0.386
S -3.6453 -0.6681 -2.4109 1.048
H -4.6339 0.1274 2.1791 0.112
H -6.3231 -1.6506 3.1463 0.106
H -5.8687 -4.0393 2.1478 0.071
H -1.2412 0.9264 2.0697 0.108
H -1.8866 3.4907 2.2511 0.111
H -3.7978 4.1011 0.5405 0.077
H -1.1533 -2.8541 -1.0615 0.082
H -1.5602 -3.3303 -3.6210 0.109
H -3.4259 -1.7381 -4.5899 0.076
C -0.3316 3.6251 -1.9633 -0.152
N -0.4314 2.4617 -2.8461 -0.130
C 0.6897 2.4566 -3.7801 -0.167
N 1.9905 2.4851 -3.1013 -0.141
C 2.0413 3.6581 -2.2218 -0.166
N 0.9495 3.6830 -1.2463 -0.135
C 1.0719 2.6446 -0.2333 -0.275
P 0.9955 0.9560 -1.0313 1.024
C -0.5109 1.2188 -2.0914 -0.303
C 2.2722 1.2569 -2.3727 -0.301
H -1.1478 3.6047 -1.2415 0.120
H -0.4183 4.5248 -2.5719 0.135
H 0.6184 3.3413 -4.4116 0.134
H 0.6320 1.5685 -4.4114 0.133
H 1.9621 4.5493 -2.8427 0.134
H 2.9983 3.6791 -1.6982 0.132
H 0.2636 2.7277 0.4904 0.075
H 2.0223 2.7421 0.2910 0.097
H -1.3805 1.2367 -1.4493 0.044
H -0.6129 0.3737 -2.7741 0.095
H 2.2823 0.4065 -3.0556 0.099
H 3.2575 1.3426 -1.9199 0.072

=====

9
Properties=species:S:1:pos:R:3:nbo_charge:R:1 method="wB97M-V/def2-TZVPD" de_lowest_kcal_mol=27.1 gap_ev=10.607 total_energy_ha=-325.448493 spin_multiplicity=1 smiles=Fc1cc[nH]n1
C 1.1214 -0.2901 0.1501 0.507
C -0.1052 -0.9221 0.4242 -0.408
C -1.0001 0.0140 0.0592 -0.026
H -0.0338 -1.7929 1.1733 0.249
H -2.0377 -0.0038 -0.0107 0.208
H -0.8457 1.9280 -0.9027 0.424
N -0.3794 1.0138 -0.6240 -0.346
N 0.9546 0.8148 -0.5049 -0.320
F 2.3258 -0.7617 0.2357 -0.289

=====

46
Properties=species:S:1:pos:R:3:nbo_charge:R:1 method="wB97M-V/def2-TZVPD" charge=-2 de_lowest_kcal_mol=112.6 gap_ev=3.940 total_energy_ha=-2636.696407 spin_multiplicity=1
C 0.4526 -1.1541 -2.1907 -0.129
C 1.6427 -1.3804 -1.4622 -0.076
C 2.2176 -0.1287 -1.1452 -0.183
C 2.2167 -2.7043 -1.1298 -0.628
C 1.3866 0.9018 -1.7019 -0.231
C 0.2858 0.2642 -2.3547 -0.074
C -0.7659 0.9343 -3.1602 -0.652
C -0.3836 -2.2170 -2.7955 -0.628
C 3.5288 0.0582 -0.4809 -0.620
C 1.6948 2.3543 -1.7168 -0.613
Hf 0.0399 -0.0169 -0.1011 1.869
Cl 0.2947 -1.8881 1.3278 -0.528
Cl -2.1385 -0.8998 -0.5331 -0.422
O -0.9991 1.5890 0.1153 -1.046
H 1.4449 -3.4583 -1.0159 0.236
H 2.7873 -2.6734 -0.2075 0.223
H 2.8865 -3.0247 -1.9306 0.186
H 3.6325 -0.5841 0.3888 0.221
H 3.6738 1.0802 -0.1530 0.207
H 4.3261 -0.1935 -1.1832 0.200
H 2.1636 2.6710 -0.7901 0.200
H 0.7964 2.9477 -1.8551 0.238
H 2.3758 2.5831 -2.5381 0.196
H -0.9718 1.9335 -2.7903 0.234
H -1.6985 0.3806 -3.1300 0.283
H -0.4459 1.0152 -4.2006 0.184
H -0.5585 -3.0326 -2.1001 0.230
H 0.1295 -2.6223 -3.6701 0.184
H -1.3493 -1.8419 -3.1103 0.254
H -0.5185 2.2437 0.6457 0.447
O -4.7144 0.6830 -1.9405 -1.363
H -5.1162 1.5601 -2.0521 0.372
F -0.4356 2.5799 3.1557 -0.336
C -1.5409 1.7618 3.3127 0.978
F -2.0541 1.9693 4.5817 -0.342
F -2.4997 2.1578 2.3965 -0.294
C -1.1502 0.2681 3.0925 0.033
O -0.6560 0.1498 1.7665 -0.840
C -0.0485 -0.1288 4.1279 0.975
F -0.4778 0.1110 5.4219 -0.342
F 0.2776 -1.4687 4.0524 -0.309
F 1.1032 0.6059 3.9070 -0.328
C -2.4097 -0.6328 3.2516 0.976
F -2.9473 -0.5141 4.5218 -0.345
F -3.3803 -0.2760 2.3323 -0.288
F -2.0969 -1.9629 3.0413 -0.310

=====

57
Properties=species:S:1:pos:R:3:nbo_charge:R:1 method="wB97M-V/def2-TZVPD" de_lowest_kcal_mol=9.5 gap_ev=10.718 total_energy_ha=-2402.046124 spin_multiplicity=1 smiles="COP(=O)(OC)OC.COP(=O)(OC)OC.COP(=O)(OC)OC.CO"
C -1.5141 -0.1652 -0.4019 -0.251
O -0.5859 0.8511 -0.0528 -0.745
H -1.2121 -0.7591 -1.2663 0.168
H -1.6133 -0.8740 0.4265 0.181
H -2.4928 0.2789 -0.5755 0.171
H 0.1952 0.7996 -0.6085 0.479
C 2.7143 0.7822 -4.9885 -0.262
O 1.4876 0.0858 -5.1924 -0.813
P 1.3035 -1.3014 -4.4501 2.578
O 2.0012 -1.4583 -3.1871 -1.093
O -0.2726 -1.3407 -4.4136 -0.811
C -0.9159 -2.4176 -3.7499 -0.263
O 1.6975 -2.4062 -5.5176 -0.822
C 1.4207 -2.2303 -6.9097 -0.253
H 3.3987 0.5719 -5.8143 0.179
H 3.2308 0.5407 -4.0609 0.212
H 2.5186 1.8531 -4.9779 0.193
H -0.4748 -2.6011 -2.7651 0.198
H -0.8290 -3.3530 -4.3090 0.184
H -1.9666 -2.1929 -3.5871 0.198
H 0.7134 -2.9926 -7.2300 0.188
H 2.3600 -2.4053 -7.4365 0.190
H 1.0736 -1.2290 -7.1471 0.198
C -6.3630 -1.8750 3.2824 -0.248
O -5.7378 -0.5808 3.2935 -0.822
P -4.2659 -0.4487 2.7629 2.585
O -3.3685 -1.5546 3.0750 -1.099
O -4.3890 -0.2004 1.1949 -0.828
C -5.3275 0.7656 0.7112 -0.258
O -3.8593 0.9461 3.3634 -0.821
C -2.5567 1.4835 3.1040 -0.252
H -6.3292 -2.2820 4.2881 0.198
H -5.8430 -2.5600 2.6116 0.197
H -7.3790 -1.7558 2.9174 0.189
H -6.0263 0.2814 0.0262 0.187
H -4.7833 1.5576 0.2053 0.191
H -5.9663 1.1279 1.5171 0.197
H -2.6565 2.4996 2.7299 0.190
H -2.0296 0.9168 2.3331 0.199
H -1.9857 1.4505 4.0272 0.197
C 6.0753 -0.1186 2.6825 -0.249
O 5.2547 1.0089 2.3917 -0.828
P 3.8988 1.2757 3.1644 2.586
O 4.0609 1.3043 4.6083 -1.103
O 3.3720 2.5991 2.4974 -0.824
C 4.1644 3.7883 2.4678 -0.242
O 2.9509 0.1824 2.5470 -0.818
C 1.5290 0.2571 2.6782 -0.256
H 5.9436 -0.8408 1.8781 0.190
H 5.7637 -0.6391 3.5944 0.194
H 7.0862 0.2369 2.8567 0.191
H 5.1803 3.5978 2.8081 0.194
H 3.6900 4.5647 3.0629 0.190
H 4.2088 4.1255 1.4325 0.187
H 1.1944 1.1799 3.1581 0.185
H 1.2118 -0.6165 3.2402 0.195
H 1.0436 0.2862 1.7036 0.206

=====

57
Properties=species:S:1:pos:R:3:nbo_charge:R:1 method="wB97M-V/def2-TZVPD" charge=-1 de_lowest_kcal_mol=0.0 gap_ev="5.419 / 5.419" total_energy_ha=-2137.237754 spin_multiplicity=1
Pd 1.3528 -0.6661 -0.6802 0.795
O 3.1359 3.0099 1.4742 -0.676
C 3.5285 2.3392 2.5663 0.355
C 4.0857 3.0828 3.6105 -0.289
C 4.5113 2.4610 4.7654 -0.179
C 4.3914 1.0804 4.9100 -0.282
C 3.8421 0.3397 3.8831 -0.149
C 3.4070 0.9433 2.7001 -0.166
C 2.8264 0.1231 1.6145 0.602
O 2.4366 0.7256 0.5516 -0.739
N 2.7599 -1.1937 1.8113 -0.442
N 2.1468 -1.7875 0.7729 -0.231
C 2.0402 -3.0670 0.6626 -0.023
C 1.3891 -3.5455 -0.5386 0.172
C 1.0291 -4.8804 -0.7135 -0.229
C 0.3881 -5.2690 -1.8698 -0.169
C 0.1117 -4.3120 -2.8400 -0.272
C 0.4904 -3.0051 -2.6062 0.074
N 1.1236 -2.6200 -1.4971 -0.467
H 2.7624 2.3447 0.8481 0.523
H 4.1657 4.1544 3.4814 0.216
H 4.9382 3.0549 5.5648 0.201
H 4.7195 0.5926 5.8186 0.203
H 3.7309 -0.7320 3.9680 0.233
H 2.4086 -3.7365 1.4320 0.195
H 1.2446 -5.5891 0.0754 0.217
H 0.0960 -6.3010 -2.0156 0.212
H -0.3924 -4.5677 -3.7611 0.219
H 0.2894 -2.2231 -3.3247 0.228
F 1.1411 -0.0720 -3.4237 -0.381
C 0.7471 0.4729 -2.2026 0.386
F -0.5976 0.6710 -2.3399 -0.348
C 1.3608 1.8855 -2.1978 0.900
F 2.7021 1.8239 -2.1681 -0.325
F 1.0245 2.5901 -3.2951 -0.330
F 0.9500 2.5851 -1.1352 -0.315
C -5.8003 2.4106 -1.9623 -0.619
C -4.6953 1.6433 -1.2839 -0.036
C -4.0557 2.1381 -0.1571 -0.257
C -3.0296 1.4407 0.4752 0.062
C -2.3747 2.0706 1.6767 -0.653
C -2.6185 0.1922 -0.0230 -0.252
Te -1.0885 -0.8896 0.9956 -0.356
C -3.2477 -0.3077 -1.1741 -0.025
C -2.8572 -1.6124 -1.8193 -0.644
C -4.2694 0.4199 -1.7773 -0.230
H -5.9898 3.3562 -1.4532 0.205
H -6.7321 1.8399 -1.9692 0.205
H -5.5465 2.6330 -3.0013 0.208
H -4.3546 3.1039 0.2407 0.187
H -2.7780 3.0694 1.8548 0.191
H -1.2953 2.1408 1.5340 0.237
H -2.5267 1.4630 2.5706 0.223
H -1.9116 -1.9737 -1.4230 0.239
H -2.7674 -1.4858 -2.9011 0.203
H -3.6123 -2.3819 -1.6312 0.206
H -4.7364 0.0172 -2.6732 0.187